DFT (ωB97M-V/def2-TZVPD) results for a molecular structure, C34H73BiGeN11OSe.

## Properties
Energy above the lowest of the compared OMol25 structures with the same formula, charge and spin in kcal/mol: 0.0
Total charge: +3
LUMO level in eV: -8.78
Molar mass in g/mol: 1012.58
Orbital gap in eV: 6.1693

Last column: Löwdin charge in e.
Atoms and positions in Å:
Bi 12.399 12.274 11.230  1.8968
Se 13.421 10.493 14.897  0.6065
Ge 15.151 8.750 14.703  0.7202
O 9.261 9.954 15.258  -0.0995
N 8.045 12.536 10.312  -0.2042
N 11.515 8.551 9.967  -0.1031
N 8.977 12.946 12.433  -0.1026
N 13.785 12.515 19.094  0.0778
N 12.610 10.491 9.306  -0.0751
N 13.147 14.510 11.702  -0.1218
N 12.930 13.246 9.082  -0.2854
N 12.770 8.489 8.001  -0.2015
N 14.299 14.591 13.782  -0.1082
N 13.033 16.449 13.052  -0.1881
N 10.377 12.994 10.490  -0.1265
C 16.224 6.617 16.334  -0.2911
C 6.959 13.477 10.166  -0.0420
C 13.957 17.547 13.263  -0.0463
C 10.015 13.168 13.398  -0.0735
C 13.573 7.302 8.096  -0.0514
C 17.661 8.367 17.659  -0.1041
C 9.164 12.837 11.090  -0.3156
C 15.068 8.115 12.778  -0.3526
C 14.852 12.548 18.282  -0.1205
C 17.045 7.629 11.189  -0.2539
C 10.479 13.686 9.205  -0.1897
C 10.997 9.212 11.197  -0.0509
C 13.038 15.335 10.483  -0.2059
C 16.209 7.151 12.418  -0.2777
C 11.648 13.233 8.318  -0.1513
C 13.478 15.146 12.850  -0.3631
C 17.742 8.949 11.473  -0.1137
C 12.611 11.181 17.533  -0.1282
C 13.484 14.608 9.187  -0.1401
C 11.182 7.151 9.816  -0.0308
C 7.995 11.379 9.412  -0.0184
C 12.352 9.184 9.111  -0.3459
C 7.706 12.572 13.047  -0.0057
C 14.888 7.399 16.110  -0.3160
C 13.938 12.364 8.438  -0.1614
C 16.992 6.972 17.617  -0.2498
C 14.352 15.070 15.161  -0.0007
C 11.641 16.860 12.901  -0.0328
C 13.912 10.887 8.850  -0.2507
C 14.909 11.834 17.081  -0.1174
C 13.725 11.202 16.686  -0.5871
C 15.220 13.524 13.429  -0.0566
C 12.510 9.032 6.692  -0.0340
C 12.682 11.870 18.719  -0.1331
H 11.964 6.519 10.210  0.0813
H 17.932 8.662 16.634  0.0466
H 9.544 13.550 8.625  0.1317
H 17.049 9.805 11.413  0.0520
H 10.580 14.794 9.350  0.1245
H 7.295 10.648 9.821  0.1021
H 11.761 10.563 17.251  0.0849
H 16.390 7.617 10.294  0.0954
H 13.789 12.473 7.342  0.1509
H 13.562 15.831 15.262  0.0962
H 12.123 10.059 6.800  0.0844
H 14.619 10.751 9.677  0.1071
H 16.874 6.948 13.253  0.0782
H 17.838 6.884 10.972  0.1189
H 13.653 18.373 12.570  0.1158
H 13.711 16.201 10.618  0.1392
H 11.771 13.902 7.416  0.1606
H 15.760 6.155 12.204  0.1176
H 16.278 6.843 18.476  0.1202
H 17.737 6.162 17.799  0.1170
H 11.729 8.417 6.182  0.1146
H 10.896 13.711 12.952  0.0318
H 10.829 10.296 10.978  -0.0113
H 18.068 9.000 12.511  0.0702
H 7.054 14.019 9.197  0.1066
H 14.822 12.522 13.724  0.0099
H 7.694 11.740 8.410  0.1082
H 18.609 9.090 10.832  0.0785
H 13.438 9.067 6.064  0.1147
H 15.677 13.163 18.567  0.1079
H 7.202 11.755 12.470  0.1238
H 9.090 9.904 16.238  0.0749
H 16.126 13.671 14.046  0.1124
H 13.711 6.947 9.142  0.0950
H 13.181 6.457 7.486  0.1171
H 17.022 9.132 18.057  0.0475
H 8.966 10.891 9.341  0.0762
H 12.014 15.763 10.360  0.0968
H 14.321 10.330 8.012  0.1217
H 15.325 15.594 15.388  0.1302
H 6.996 14.205 11.010  0.1036
H 11.354 17.571 13.684  0.1102
H 10.338 12.237 13.875  0.0848
H 6.999 13.407 13.160  0.1096
H 7.958 12.204 14.053  0.0935
H 16.866 6.693 15.439  0.0791
H 15.800 11.755 16.471  0.0978
H 9.620 13.835 14.199  0.1280
H 15.121 9.050 12.202  0.0258
H 11.499 12.178 7.930  0.1262
H 18.642 8.468 18.181  0.0882
H 13.942 17.898 14.344  0.1140
H 13.232 15.263 8.315  0.1604
H 11.407 17.248 11.900  0.0897
H 11.867 11.918 19.465  0.1280
H 14.156 6.662 15.748  0.0689
H 5.989 12.939 10.174  0.1151
H 11.045 6.841 8.745  0.1197
H 10.983 15.970 13.072  0.0850
H 15.979 5.552 16.335  0.1086
H 16.521 9.484 14.779  -0.0168
H 9.766 9.144 15.048  0.0404
H 15.003 17.253 13.082  0.1041
H 14.933 12.708 8.671  0.1199
H 14.511 7.813 17.042  0.0644
H 10.018 8.746 11.469  0.1121
H 14.580 7.539 7.743  0.0958
H 14.208 14.217 15.819  0.0797
H 11.648 9.107 12.069  0.0759
H 14.571 14.506 9.303  0.1287
H 15.482 13.525 12.389  0.0751
H 10.251 6.961 10.421  0.1131
H 14.074 7.677 12.610  0.0465

Atomic forces in eV per Å
Bi 0.0 1.0 -1.0
Se 0.3 -0.4 0.0
Ge 0.1 -0.1 -0.4
O 0.2 -0.4 1.1
N 1.3 0.2 0.7
N 0.1 0.7 0.6
N -0.1 -0.4 -2.2
N 0.5 0.9 -0.4
N -0.3 -1.0 0.4
N -0.1 -1.1 -0.5
N 0.1 -0.5 0.5
N -0.2 0.4 1.0
N -0.9 0.7 -1.7
N 0.3 -1.0 -0.1
N 0.9 -0.7 1.0
C 0.0 0.1 -0.2
C -0.7 0.7 0.4
C 0.5 0.9 1.2
C 1.2 1.5 0.5
C 0.7 -1.2 0.3
C 1.0 -0.3 -0.8
C -0.8 -0.2 0.2
C -0.5 0.6 1.0
C -1.0 -1.0 -0.1
C 0.0 -1.0 0.5
C -0.6 0.9 -1.2
C -0.4 0.0 -0.7
C -0.6 1.0 0.2
C -0.2 -0.8 -1.0
C -0.4 -1.0 -0.7
C 0.2 0.8 0.6
C -0.6 0.5 0.2
C 0.1 -0.5 -0.9
C 0.4 1.0 1.5
C -1.4 -0.8 -0.3
C 0.4 0.6 -0.3
C -1.2 0.6 0.6
C -0.8 -1.1 0.3
C 0.5 -0.5 -0.4
C 0.0 -0.5 -1.3
C 0.1 -0.6 1.0
C 0.3 1.2 -0.1
C -0.8 -1.5 -0.2
C 0.2 1.0 0.0
C -0.9 -0.1 -0.2
C -0.2 -0.1 0.0
C 0.2 -1.0 1.5
C 0.1 0.3 -1.0
C 0.3 0.2 1.2
H 0.2 -0.2 0.3
H -0.2 0.0 0.1
H 0.5 0.0 0.3
H 0.3 -0.1 -0.4
H -0.2 -0.9 0.1
H -0.2 0.1 -0.3
H 0.0 0.4 0.1
H 0.3 0.4 0.3
H 0.2 -0.1 0.5
H 0.2 -0.6 0.3
H 0.1 -0.5 -0.2
H 0.2 0.0 0.0
H 0.2 0.3 0.1
H -0.5 0.2 0.2
H 0.5 -0.6 0.7
H -0.3 -0.3 -0.3
H -0.3 -0.6 1.0
H 0.3 0.6 0.0
H 0.6 0.3 -0.7
H -0.3 0.7 -0.3
H 0.6 0.4 0.2
H -0.9 -0.4 0.4
H -0.2 -1.0 0.2
H 0.3 -0.3 0.1
H -0.1 -0.2 0.6
H 0.2 0.7 -0.3
H 0.0 -0.5 0.4
H -0.1 0.3 -0.1
H -0.8 -0.1 0.5
H 0.5 0.2 0.5
H 0.5 0.8 0.5
H 0.2 0.0 -1.5
H -0.3 -0.1 -0.5
H -0.3 0.4 -0.7
H 0.1 0.6 0.4
H -0.5 0.4 0.2
H 0.1 0.1 0.0
H 0.6 -0.4 0.1
H -0.1 -0.2 -0.1
H -0.8 -0.7 -0.3
H -0.2 -0.4 -0.8
H 0.3 0.0 -0.3
H -0.1 -0.1 0.0
H 0.4 -0.1 -0.2
H -0.3 0.0 -0.4
H 0.1 0.2 0.4
H 0.0 0.3 0.0
H 0.3 -0.5 -0.5
H 0.0 -0.2 0.0
H 0.1 1.2 0.6
H -0.9 -0.6 0.0
H -0.2 -0.1 -1.3
H 0.3 -0.7 0.5
H 0.1 0.2 0.3
H 0.4 -0.2 -0.7
H -0.1 0.5 0.0
H 0.5 0.4 0.1
H -0.1 0.6 1.0
H 0.5 0.7 -0.2
H 0.0 0.0 0.3
H -0.3 -0.1 0.2
H -0.4 0.6 0.4
H -0.5 0.0 -0.2
H 0.2 0.4 0.0
H 0.0 0.2 0.0
H 0.8 0.5 -0.4
H 0.1 -0.1 -0.2
H 0.0 0.1 0.2
H 0.2 0.0 -0.1
H -0.3 0.1 -0.4
H 0.1 0.2 -0.5
H 0.9 0.0 -0.9
H 0.2 0.0 -0.1

DFT (ωB97M-V/def2-TZVPD) results for 9 unconnected molecules or ions with the total composition C34H73F3N11O8S.

## Properties
Total charge: +7
LUMO level in eV: -13.77
Molar mass in g/mol: 853.09
Orbital gap in eV: 8.9615

Last column: Löwdin charge in e.
Atoms and positions in Å:
S -8.684 -12.125 -3.998  0.4958
F -6.719 -13.778 -3.567  0.1445
F -7.441 -13.784 -5.637  0.1399
F -8.571 -14.775 -4.082  0.1045
O -9.839 -12.078 -4.888  -0.3334
O -9.028 -12.284 -2.585  -0.3342
O -6.044 -16.005 0.473  0.1554
O -10.264 -13.618 1.229  0.1841
O -15.493 -11.578 -2.416  0.2162
O -7.727 -11.079 -4.299  -0.3123
O -12.356 -14.775 -5.532  0.1750
O -9.585 -8.569 -8.632  0.2413
N -8.583 -12.479 0.131  0.0770
N -0.722 -10.147 -0.184  -0.0640
N -13.865 -10.639 -3.775  0.0887
N -4.394 -11.352 -7.680  -0.0854
N -11.742 -16.340 -7.125  0.0969
N -12.873 -19.440 -0.352  -0.0693
N -9.036 -9.294 -6.484  0.0838
N -5.384 -18.242 0.782  0.0992
N -2.396 -10.843 -1.379  -0.0502
N -12.369 -17.438 -0.997  -0.0512
N -2.703 -11.751 -8.974  -0.0227
C -2.371 -11.593 -0.229  -0.0215
C -11.784 -14.936 -6.555  -0.3883
C -10.803 -11.349 0.620  0.0464
C -7.931 -8.287 -6.443  0.0215
C -10.917 -13.925 -7.227  0.0282
C -3.292 -11.011 -2.555  -0.1327
C -5.198 -16.813 0.266  -0.3777
C -6.770 -18.790 0.560  0.0374
C -12.875 -11.277 -2.858  -0.0088
C -3.326 -10.819 -8.283  -0.0003
C -10.741 -15.676 -1.856  -0.0557
C -7.783 -13.706 -4.358  -0.6576
C -0.450 -12.627 -9.648  -0.0479
C -12.178 -16.236 -1.811  -0.1499
C -4.421 -12.692 -8.012  -0.0123
C -10.436 -17.071 -6.881  0.0554
C -1.305 -11.184 0.496  0.0183
C -3.852 -16.519 -0.328  0.0494
C 0.419 -9.341 0.274  0.0580
C -1.378 -9.983 -1.321  -0.0027
C -10.030 -8.927 -7.608  -0.3760
C -1.515 -11.537 -9.811  -0.1259
C -7.559 -13.053 1.096  0.0358
C -12.849 -18.642 0.775  0.0345
C -15.339 -10.856 -3.327  -0.3780
C -3.384 -12.938 -8.841  0.0211
C -16.380 -10.140 -4.102  0.0477
C -4.750 -10.900 -2.129  -0.0647
C -12.565 -18.693 -1.396  -0.0145
C -13.139 -20.872 -0.359  0.0386
C -11.441 -9.318 -7.350  0.0355
C -12.458 -17.412 0.389  0.0151
C -5.414 -10.691 -6.852  0.0143
C -9.981 -12.567 0.770  -0.3906
H -3.067 -13.861 -9.290  0.1490
H -6.927 -18.773 -0.515  0.1073
H -8.665 -12.716 -0.898  0.1270
H -13.124 -19.051 1.734  0.1571
H -0.830 -13.581 -9.281  0.0698
H -7.463 -18.153 1.098  0.1033
H -10.585 -15.267 -0.856  0.0535
H -11.195 -12.940 -6.876  0.0691
H -13.907 -21.136 -1.084  0.1176
H -6.816 -19.810 0.931  0.1218
H -7.139 -8.639 -5.786  0.0863
H -11.310 -11.274 -0.340  0.0787
H -8.322 -11.491 0.051  0.1626
H -3.096 -12.329 0.063  0.1196
H -10.222 -10.444 0.830  0.1137
H -5.262 -13.298 -7.728  0.1253
H -5.955 -11.401 -6.239  0.0707
H -5.012 -9.945 -1.681  0.0949
H -10.996 -13.906 -8.318  0.1176
H -13.802 -10.969 -4.746  0.1786
H -8.774 -10.279 -6.620  0.1573
H -11.969 -16.361 -8.131  0.2015
H -3.047 -10.203 -3.239  0.1250
H -12.191 -16.500 0.893  0.1392
H -17.348 -10.642 -4.126  0.1269
H -12.231 -21.463 -0.457  0.1131
H -9.871 -14.149 -7.009  0.0876
H -6.022 -10.116 -7.549  0.0930
H 0.016 -12.864 -10.603  0.1002
H -4.613 -18.838 0.466  0.1897
H -5.254 -18.164 1.803  0.2059
H -7.517 -8.221 -7.444  0.1030
H -9.514 -9.418 -5.586  0.1490
H -12.614 -19.016 -2.423  0.1736
H -11.826 -11.080 -3.127  0.0828
H -3.025 -11.980 -2.970  0.1308
H -6.557 -12.861 0.729  0.0904
H -13.576 -21.208 0.583  0.1178
H -11.600 -11.248 1.362  0.1254
H -11.781 -9.076 -6.337  0.0824
H -10.346 -17.214 -5.811  0.1062
H -3.060 -17.215 -0.064  0.1101
H -5.437 -11.139 -2.944  0.0507
H -16.581 -9.261 -3.469  0.1362
H -13.570 -9.667 -3.934  0.1851
H 1.175 -9.151 -0.484  0.1166
H -5.024 -11.684 -1.411  0.0577
H -9.947 -16.391 -2.068  0.0789
H -12.566 -16.410 -2.813  0.1175
H -0.867 -11.581 1.397  0.1532
H -12.130 -8.807 -8.021  0.1222
H -3.615 -15.492 -0.069  0.0963
H -12.979 -12.353 -2.915  0.1044
H -1.823 -11.617 -10.854  0.1413
H 0.049 -8.366 0.590  0.1179
H -8.281 -7.331 -6.068  0.1265
H -12.522 -16.912 -6.775  0.1953
H 0.374 -12.338 -8.996  0.0880
H -11.596 -10.392 -7.482  0.0918
H -12.808 -15.476 -1.352  0.1312
H 0.846 -9.861 1.125  0.1121
H -1.183 -9.207 -2.042  0.1805
H -7.727 -12.507 2.022  0.1217
H -7.735 -14.106 1.273  0.0834
H -2.981 -9.814 -8.102  0.1805
H -4.004 -16.534 -1.414  0.1164
H -10.643 -14.831 -2.536  0.0552
H -9.614 -16.451 -7.229  0.1000
H -4.917 -9.965 -6.207  0.1036
H -10.469 -17.949 -7.520  0.1259
H -1.038 -10.569 -9.693  0.1391
H -16.175 -9.880 -5.140  0.1026
H -12.957 -10.796 -1.889  0.1020

Atomic forces in eV per Å
S -0.5 0.6 -0.1
F 0.2 0.0 -0.3
F 0.3 0.1 -0.1
F 0.3 0.5 -0.2
O 0.3 -0.3 0.2
O 0.1 -0.1 -0.3
O -0.3 -0.8 -0.2
O 0.0 0.0 0.1
O 0.6 -0.1 0.2
O 0.1 -0.3 0.1
O -0.4 -0.3 0.0
O 0.4 0.4 0.3
N 0.2 1.1 0.1
N 0.3 -0.2 -0.6
N 1.3 0.6 -0.9
N 0.0 -0.8 0.2
N -0.7 -0.6 -0.9
N 0.0 0.2 0.4
N -0.6 0.0 0.5
N -0.2 0.4 0.7
N -0.1 0.3 -0.4
N 0.7 0.0 0.4
N 0.3 0.3 0.0
C 0.1 -0.3 0.4
C 0.6 0.4 0.4
C -0.4 1.3 0.9
C 0.9 -0.6 0.2
C -0.2 -0.1 -1.0
C 0.0 0.3 1.1
C 0.9 0.8 0.5
C 0.4 -0.2 -0.4
C 1.1 0.1 -0.3
C -0.2 0.5 0.8
C -0.4 0.0 0.9
C -0.9 -0.2 0.5
C 0.5 -0.3 0.3
C 0.4 0.3 -0.5
C -0.7 0.2 -0.2
C -0.1 0.6 -0.5
C 0.2 0.1 0.2
C -0.6 -0.1 -0.4
C 0.0 0.5 0.5
C -0.2 0.5 0.0
C -0.7 -1.0 -0.9
C 1.1 -1.1 -1.3
C -0.3 -0.1 -0.3
C 0.2 -0.5 0.3
C -1.6 -0.4 -0.1
C 0.1 -0.1 0.2
C -0.3 0.6 0.0
C -0.5 -1.0 0.1
C -0.6 0.2 -0.6
C -0.7 -1.1 0.4
C -0.9 0.3 0.7
C -0.1 0.5 -0.7
C 1.1 0.8 -0.7
C -0.4 -0.6 -0.5
H 0.0 0.1 -0.2
H -0.3 0.0 0.0
H 0.4 -0.6 0.7
H 0.2 0.1 0.1
H -0.2 0.1 0.0
H 0.0 0.0 -0.1
H 0.5 -0.1 0.0
H 0.2 0.0 0.4
H 0.3 0.1 -0.4
H 0.1 0.0 0.1
H -0.2 -0.1 0.2
H 0.4 -0.1 -0.3
H -0.3 0.0 0.1
H -0.1 -0.1 -0.4
H 0.2 -0.1 -0.5
H 0.2 -0.2 0.1
H -0.1 -0.1 -0.2
H 0.2 0.1 -0.1
H -0.2 -0.3 0.0
H 0.0 -0.6 0.3
H 0.7 0.3 -0.4
H 0.5 0.4 -0.1
H 0.1 -0.1 -0.1
H -0.4 -0.1 0.4
H 0.3 -0.5 0.4
H 0.1 0.2 -0.4
H 0.0 0.1 0.2
H -0.5 -0.2 0.2
H -0.1 0.2 -0.1
H -0.3 -0.2 -0.2
H 0.1 -0.1 -0.1
H -0.2 0.3 -0.1
H 0.0 0.6 0.1
H 0.1 -0.1 0.0
H -0.5 0.2 -0.7
H -0.2 0.0 -0.3
H 0.0 0.0 -0.1
H 0.1 0.5 0.2
H 0.1 -0.7 0.1
H 0.3 0.0 0.0
H 0.0 -0.4 0.0
H 0.0 0.0 0.1
H 0.2 0.5 -0.3
H 0.0 0.3 -0.5
H -0.7 0.2 0.6
H -0.1 -0.5 -0.2
H 0.4 0.1 0.2
H -0.2 -0.2 -0.1
H -0.1 -0.2 0.1
H -0.2 0.2 0.1
H 0.3 0.1 -0.3
H 0.2 0.0 0.1
H -0.4 0.0 0.5
H -0.4 0.3 0.1
H 0.0 -0.1 0.2
H -0.3 0.0 -0.2
H 0.1 0.3 0.6
H -0.2 0.1 0.2
H 0.3 0.0 -0.1
H -0.1 0.0 -0.1
H 0.2 0.1 0.0
H 0.1 -0.1 -0.1
H 0.2 0.0 0.1
H 0.0 0.0 -0.2
H 0.0 0.1 -0.4
H 0.2 -0.1 0.0
H -0.3 -0.1 -0.2
H -0.1 0.1 0.0
H 0.0 -0.1 0.1
H 0.1 -0.4 0.5
H -0.6 0.3 0.4
H 0.5 0.3 0.2
H -0.7 -0.5 0.2